Density functional theory data (the ωB97M-V functional and the def2-TZVPD basis) for a 2-piece molecular cluster, C3H13N2 overall.

The value obtained for the LUMO energy is -3.99 eV. The calculated total energy comes out at -231.32689 a.u. As for the charge: +1. The calculation puts the relative energy (zero: lowest compared OMol25 entry of this formula, charge and spin) at 43.6 kcal/mol. For the HOMO-LUMO gap, the calculation gives 0.33612 hartree. The spin multiplicity is 1. The value obtained for the HOMO energy is -13.1 eV.

The geometry in XYZ format:
```
18
Properties=species:S:1:pos:R:3:forces:R:3
N -0.95647 -1.20182 1.81693 -0.77 -0.34 -1.02
H -1.82585 -1.73039 1.62144 0.51 0.22 0.22
H -0.65939 -1.32901 2.76760 0.19 -0.13 0.69
H -0.21438 -1.47611 1.15055 -0.12 -0.17 0.30
H -1.11588 -0.21575 1.61224 -0.13 0.24 0.16
C -0.58109 1.91338 -1.40565 -0.07 -0.01 -1.02
C -0.25289 0.66279 -0.58945 0.29 0.28 -0.49
N 1.01162 0.03677 -1.02396 0.35 1.39 0.73
C 1.44822 -1.03591 -0.14922 0.63 0.64 0.39
H -1.52906 2.37092 -1.04864 0.57 -0.32 -0.36
H -0.66029 1.65012 -2.51652 0.03 0.41 1.60
H 0.21666 2.67162 -1.28756 -0.37 -0.36 -0.09
H -1.07918 -0.04300 -0.69962 0.02 -0.32 -0.24
H -0.25817 0.96017 0.47872 0.38 0.12 0.07
H 1.74913 0.79234 -1.01940 -1.05 -1.16 -0.17
H 2.43935 -1.40901 -0.44518 -0.41 0.10 0.13
H 1.50191 -0.74994 0.93245 0.33 0.13 -0.36
H 0.76575 -1.86717 -0.19472 -0.38 -0.71 -0.53
```
Forces are in eV/Å.